[1]
Here is C40H36Br2Cl5F4LuN6OP2 as an isolated structure from the Open Molecules 2025 dataset. Energies are from ωB97M-V with the def2-TZVPD basis set.

Calculated values
Energy: -11715.903486 a.u.
Charge: +2
Energy relative to the best compared isomer or geometry (same formula, charge and spin): 97.5 kJ/mol

Each line ends with the Mulliken charge.
Element x y z (Å)
Lu -0.889 0.395 0.380  1.3028
Br -2.934 -1.974 -0.676  0.0385
Br -1.183 -0.981 3.891  0.0008
Cl -4.443 4.634 0.178  -0.1695
Cl -3.031 1.999 -0.529  -0.1984
Cl -0.255 2.248 4.119  -0.1521
Cl -1.588 4.910 4.728  -0.1434
Cl -3.673 6.153 2.810  -0.1490
P -1.020 0.827 -2.650  2.2365
P 1.055 -1.549 1.557  1.4023
F 0.016 -1.076 6.594  -0.3207
F 4.334 -2.403 5.509  -0.2659
F 2.494 -1.721 7.343  -0.2641
F 3.755 -2.451 2.959  -0.4078
O 0.151 -1.537 -1.152  -0.6072
N -1.420 2.581 -4.765  0.1688
N 1.236 1.578 -0.256  0.0368
N 1.771 1.296 -1.470  1.3717
N -2.681 0.484 -4.858  0.2048
N -0.279 0.483 -5.318  0.1329
N -3.223 -0.343 1.460  0.5290
C 1.552 -1.606 3.332  0.2591
C -3.238 4.030 1.233  -0.5338
C -2.560 2.860 0.949  1.7962
C 3.128 -2.034 5.125  0.3560
C -3.836 0.194 2.534  -0.5536
C -5.013 -0.318 3.046  -0.9940
C -2.584 0.148 -3.444  -1.4814
C -2.701 1.938 -5.088  -0.9479
C 4.681 -0.006 0.496  -0.9177
C 1.796 3.197 1.553  -1.2889
C 2.642 -1.296 0.668  1.5141
C -1.327 2.918 2.914  0.7485
C 2.983 2.918 -0.713  -1.4190
C 2.820 2.065 -1.780  0.7957
C 0.921 -1.350 5.664  0.2948
C -0.353 1.939 -5.535  -0.9029
C -2.906 4.687 2.408  0.5377
C 1.262 -5.653 1.189  -0.8907
C -1.055 -5.062 1.419  -0.8142
C 0.157 0.158 -3.963  -1.3293
C -1.588 -0.108 -5.632  -1.0028
C 0.611 -1.316 4.323  -0.2156
C 3.565 1.919 -3.071  -1.4536
C -0.704 -3.716 1.475  -0.5055
C 3.041 -2.025 -0.456  -1.0543
C 2.190 -1.691 6.067  0.5172
C -0.072 -6.030 1.262  -0.7199
C -1.578 2.248 1.712  -1.5517
C -5.584 -1.423 2.437  -0.4763
C 1.993 2.577 0.217  0.1457
C -1.956 4.121 3.260  -0.1418
C 3.473 -0.272 1.123  -1.1581
C 0.630 -3.324 1.373  1.3322
C -4.977 -1.976 1.316  -0.7846
C -3.816 -1.376 0.891  0.2555
C -1.153 2.568 -3.327  -1.2918
C 1.616 -4.312 1.253  -0.7306
C 4.242 -1.740 -1.106  -1.0138
C 2.802 -2.016 3.784  0.1602
C 5.067 -0.736 -0.625  -0.8210
H -3.447 0.546 -2.910  0.3599
H 2.036 -6.410 1.100  0.4725
H 0.962 3.904 1.548  0.2869
H 4.491 2.493 -3.034  0.4183
H -2.920 2.114 -6.139  0.3138
H 1.158 0.577 -3.823  0.3912
H 2.465 -2.881 -0.797  0.5018
H -0.532 2.117 -6.594  0.3127
H -2.602 -0.935 -3.327  0.5542
H -5.471 0.149 3.913  0.5279
H 1.395 0.553 -2.020  -0.7161
H -1.789 0.051 -6.687  0.3303
H 0.605 2.390 -5.268  0.3265
H -2.096 -5.355 1.513  0.4864
H 3.735 3.693 -0.605  0.5504
H 1.098 -1.592 -1.333  -0.0974
H 2.975 2.295 -3.914  0.1986
H -5.395 -2.824 0.792  0.5500
H -1.947 3.086 -2.798  0.5446
H -0.222 3.092 -3.112  0.3836
H 4.539 -2.327 -1.969  0.4807
H -3.346 1.047 2.988  0.6659
H -3.493 2.389 -4.488  0.4112
H -0.343 -7.079 1.214  0.4171
H 2.666 -4.044 1.249  0.4915
H 5.331 0.769 0.892  0.4835
H -0.229 -2.360 -1.464  0.3579
H 3.818 0.872 -3.268  0.2928
H -6.502 -1.858 2.824  0.4395
H -1.552 -1.181 -5.445  0.3824
H 0.230 -0.926 -3.848  0.4668
H 1.590 2.446 2.304  -0.0179
H -1.474 -2.975 1.636  0.4650
H 6.019 -0.534 -1.107  0.4928
H 2.695 3.741 1.846  0.4922
H 3.189 0.308 1.996  0.5178

---

[2]
Here is one molecule with the formula C21H24N2O3S from the Open Molecules 2025 dataset. Energies are from ωB97M-V with the def2-TZVPD basis set.

Calculated values
Energy: -1548.066370 a.u.
SMILES: CCOC(CCNC(=O)c1cc(-c2cccs2)nc2ccccc12)OCC
Energy relative to the best compared isomer or geometry (same formula, charge and spin): 84.1 kJ/mol

Each line ends with the natural charge from an NBO analysis.
Element x y z (Å)
S -2.644 3.152 -0.958  0.4290
O 4.526 0.289 0.077  -0.5482
O 2.268 0.381 0.661  -0.5714
O -0.599 -2.418 -2.611  -0.6114
N -3.934 -0.287 0.555  -0.4112
N 0.658 -1.240 -1.148  -0.6270
C -4.733 3.880 0.332  -0.2534
C -3.725 4.376 -0.434  -0.4012
C -2.253 -3.514 -0.055  -0.1999
C -3.074 -4.331 0.672  -0.2117
C 1.927 -1.624 -1.726  -0.2205
C 2.196 1.781 0.398  -0.0821
C 5.081 0.299 1.384  -0.0625
C -2.509 -2.132 -0.126  -0.0217
C 0.888 2.169 -0.280  -0.6363
C -4.644 2.487 0.508  -0.2106
C -3.627 -1.595 0.573  0.1467
C -1.705 -1.221 -0.858  -0.0556
C -0.514 -1.703 -1.633  0.6598
C -2.052 0.103 -0.876  -0.2406
C 6.413 1.026 1.334  -0.6195
C 2.984 -0.547 -1.511  -0.4470
C -3.565 1.932 -0.129  -0.2346
C -3.186 0.537 -0.145  0.1908
C 3.282 -0.329 -0.020  0.3901
C -4.176 -3.803 1.364  -0.2013
C -4.451 -2.466 1.318  -0.1892
H 4.393 0.799 2.079  0.1736
H -5.512 4.489 0.755  0.2260
H 5.216 -0.738 1.725  0.1661
H -5.335 1.893 1.076  0.2435
H 0.843 3.249 -0.390  0.2200
H 0.046 1.847 0.327  0.2142
H 3.915 -0.850 -1.988  0.2331
H 1.759 -1.798 -2.792  0.2336
H 2.666 0.396 -1.955  0.2118
H -3.547 5.391 -0.727  0.2358
H 6.863 1.038 2.323  0.2136
H 3.055 2.082 -0.210  0.1900
H 2.272 -2.567 -1.280  0.1867
H -1.412 -3.917 -0.600  0.2265
H -5.294 -2.039 1.839  0.2230
H -4.810 -4.468 1.933  0.2147
H -2.880 -5.393 0.718  0.2152
H 2.266 2.287 1.368  0.1812
H 0.807 1.716 -1.264  0.2045
H 3.297 -1.305 0.501  0.1546
H 0.698 -0.706 -0.291  0.4256
H -1.485 0.819 -1.450  0.2227
H 7.082 0.525 0.641  0.2127
H 6.267 2.048 0.995  0.2117

---

[3]
Here is C20H18AsCl2N2O2Pt as an isolated structure from the Open Molecules 2025 dataset. Energies are from ωB97M-V with the def2-TZVPD basis set.

Calculated values
Energy: -4308.180212 a.u.
Charge: +1
Energy relative to the best compared isomer or geometry (same formula, charge and spin): 0.0 kJ/mol

Each line ends with the natural charge from an NBO analysis.
Element x y z (Å)
Pt -0.800 -2.078 1.261  0.6471
As 0.223 -0.275 0.074  1.0611
Cl 0.686 -3.437 2.578  0.0966
Cl 3.115 -2.116 1.551  0.0409
O -1.968 -3.423 2.156  -0.7614
O -4.072 -4.196 2.077  -0.5728
N -2.576 -1.376 0.603  -0.5712
N -3.616 -2.192 1.133  -0.5171
C -2.153 2.257 -2.054  -0.1756
C 3.626 -1.009 -2.205  -0.1964
C -0.108 1.384 0.974  -0.3705
C -1.280 -0.361 -2.504  -0.2511
C -1.369 1.623 -1.099  -0.1126
C 1.994 -0.177 -0.656  -0.2512
C -3.240 -3.378 1.823  0.8658
C 2.357 -1.076 -1.654  -0.2330
C -0.889 3.832 1.961  -0.1736
C 2.889 0.782 -0.203  -0.2511
C -0.933 2.204 0.196  0.0256
C 2.487 -3.318 2.633  -0.3881
C 4.162 0.838 -0.756  -0.1848
C 4.528 -0.054 -1.753  -0.1847
C -2.073 0.283 -3.447  -0.1966
C -2.499 1.586 -3.219  -0.1735
C -0.088 2.999 2.734  -0.1926
C 0.300 1.759 2.244  -0.2016
C -1.320 3.439 0.702  -0.2006
C -0.938 0.313 -1.341  -0.2795
H 0.917 1.103 2.846  0.2267
H 3.913 -1.703 -2.983  0.2312
H -2.493 3.273 -1.901  0.2269
H 4.865 1.583 -0.408  0.2305
H 2.604 1.486 0.569  0.2295
H 2.855 -4.300 2.358  0.2463
H -3.108 2.086 -3.960  0.2345
H 5.520 -0.005 -2.182  0.2319
H -2.703 -0.423 0.945  0.4118
H -0.935 -1.372 -2.686  0.2263
H -4.405 -2.305 0.512  0.4053
H -2.350 -0.227 -4.359  0.2348
H 1.661 -1.832 -2.000  0.2159
H 2.736 -3.059 3.655  0.2437
H 0.226 3.312 3.720  0.2333
H -1.191 4.795 2.351  0.2331
H -2.597 -1.341 -0.416  0.4170
H -1.960 4.095 0.126  0.2236

---

[4]
Here is C40H55CaN7O4 as an isolated structure in a non-equilibrium geometry from the Open Molecules 2025 dataset. Energies are from ωB97M-V with the def2-TZVPD basis set.

Calculated values
Energy: -2919.247312 a.u.
Energy relative to the best compared isomer or geometry (same formula, charge and spin): 112.2 kJ/mol

Each line ends with the Mulliken charge.
Element x y z (Å)
Ca -0.024 -0.111 0.268  4.0759
O 3.235 3.368 -1.204  -0.5309
O 2.114 2.799 0.630  -0.5862
O 1.607 -0.081 1.756  -0.3880
O 3.243 0.553 3.072  -0.3874
N 1.262 1.727 3.085  -0.4975
N -0.150 1.346 -1.364  -0.1490
N -1.910 0.748 0.858  -0.3800
N 4.012 1.044 -1.822  -0.6991
N 0.887 -1.380 -1.303  -0.4092
N 0.040 1.926 2.438  -0.0218
N -0.827 -1.976 0.980  -0.7966
C -1.663 -2.038 2.034  -0.3365
C -0.203 -3.167 0.878  -0.1169
C -1.908 5.064 -3.139  -1.0294
C -4.884 4.066 1.062  -1.1579
C -3.658 3.855 1.954  -1.0809
C -2.527 0.303 1.973  0.4366
C -2.446 -0.986 2.491  -0.6622
C -0.670 -4.060 1.927  0.7618
C -1.586 -3.355 2.649  0.2654
C -2.204 2.059 0.717  0.3825
C 2.149 -2.096 -3.084  0.8670
C 2.041 -3.142 -2.213  0.8400
C 0.618 2.725 -3.031  0.6458
C 2.005 0.713 2.577  0.1254
C -3.999 1.296 3.892  -1.2440
C -1.464 -3.422 5.131  -1.1156
C 3.390 1.105 -0.504  0.8363
C -0.581 4.911 -2.392  -1.3572
C 1.208 -2.681 -1.116  -0.3650
C 3.686 1.340 4.164  -0.9045
C 0.744 -3.489 -0.085  -0.7742
C 1.552 -5.491 -2.915  -1.0474
C 2.597 -4.521 -2.358  -1.2043
C -5.430 0.784 3.722  -1.2046
C -0.973 -6.423 1.183  -1.0496
C 1.303 0.294 -3.020  -1.1281
C -0.228 -5.474 2.127  -1.0863
C 1.386 3.166 -4.235  -1.4613
C -2.297 -3.777 3.894  -1.1861
C 1.419 -0.989 -2.484  -0.3355
C 0.623 1.381 -2.473  0.7009
C -1.657 2.900 -0.250  -0.9868
C 0.554 2.998 -5.507  -1.2494
C 2.868 -2.104 -4.399  -1.1193
C 4.374 -1.857 -4.245  -1.0568
C -3.089 2.483 1.790  0.2418
C -0.209 3.470 -2.242  0.7469
C 2.827 2.503 -0.299  -0.0458
C -0.712 2.570 -1.216  -0.0229
C -3.271 1.390 2.589  0.6038
H 1.766 2.555 3.399  0.2600
H -5.915 0.688 4.689  0.3962
H -3.456 0.620 4.559  0.3643
H 4.795 -2.533 -3.503  0.2756
H 2.584 0.378 -0.338  -0.2810
H 0.705 -5.573 -2.238  0.1643
H -0.660 -7.453 1.345  0.3844
H -0.779 -6.160 0.145  0.1720
H -5.432 -0.186 3.231  0.3059
H -2.690 4.505 -2.631  0.2148
H 0.149 2.471 1.584  0.1959
H -6.004 1.476 3.112  0.2783
H 4.569 -0.833 -3.929  0.1804
H -1.999 -3.682 6.043  0.3846
H 0.216 1.968 -5.601  0.2701
H 1.750 0.450 -3.996  0.1956
H 2.448 -1.347 -5.064  0.4134
H -1.997 3.929 -0.245  0.5053
H -1.824 4.677 -4.152  0.2294
H 1.140 -4.496 -0.060  0.3601
H 4.150 0.958 0.271  0.6761
H 3.457 -4.503 -3.029  0.3217
H -4.636 3.871 0.021  0.2475
H 0.206 5.437 -2.938  0.4323
H 4.889 -2.022 -5.192  0.4009
H 3.289 0.815 -2.507  -0.1379
H -1.245 -2.354 5.142  0.2586
H 2.720 -3.078 -4.871  0.3862
H 4.623 0.884 4.480  0.2746
H -0.418 -5.772 3.161  0.3878
H -0.664 5.375 -1.407  0.3916
H 1.183 -5.138 -3.875  0.3140
H 2.304 2.582 -4.330  0.2652
H -4.029 2.282 4.367  0.4590
H 2.941 -4.879 -1.384  0.4622
H 3.791 2.850 -1.841  0.3719
H 3.877 2.374 3.863  0.3072
H -0.325 3.637 -5.467  0.2105
H 0.847 -5.550 1.945  0.3991
H -5.686 3.390 1.352  0.2594
H -0.522 -3.967 5.119  0.3196
H -3.267 -3.281 3.958  0.4351
H 1.988 -6.478 -3.055  0.4018
H -2.477 -4.854 3.877  0.4279
H 1.136 3.261 -6.389  0.4334
H 2.971 1.312 4.989  0.3751
H -0.639 2.355 3.058  0.3217
H -3.942 4.009 2.998  0.3821
H -2.046 -6.362 1.357  0.3125
H 4.704 0.303 -1.855  0.3581
H -2.210 6.108 -3.198  0.3886
H -2.898 4.600 1.702  0.3147
H -3.050 -1.191 3.365  0.2553
H -5.242 5.090 1.150  0.4084
H 1.674 4.214 -4.128  0.5516